Below is an isolated molecule of C20H27N3O4S in a non-equilibrium geometry, with properties calculated with ωB97M-V/def2-TZVPD.

Structure (XYZ):
```
55
Properties=species:S:1:pos:R:3:forces:R:3:mulliken_charge:R:1
C -7.268292 1.105379 0.686263 0.0 -0.2 0.1 -1.5945
H -7.404923 1.713282 1.578774 0.0 0.1 0.1 0.3611
H -6.471595 1.537106 0.085604 0.0 0.1 0.0 0.2934
H -8.188359 1.140337 0.106917 -0.1 0.1 -0.1 0.4225
C -6.942821 -0.339389 1.064013 -0.1 0.1 0.1 0.6713
C -5.737130 -0.405698 2.009477 -0.1 -0.1 -0.3 -1.1619
C -4.435210 -0.032075 1.302918 0.3 0.3 0.7 -0.7431
N -4.283303 -0.719332 0.031259 0.2 0.6 -1.0 0.1968
S -3.887318 0.281850 -1.246229 0.6 -0.1 0.3 1.3679
O -4.500252 1.580103 -1.134159 0.2 0.0 0.1 -0.6916
O -4.072154 -0.452620 -2.462316 0.0 -0.3 0.0 -0.7799
C -2.134633 0.471645 -0.937444 -0.6 0.2 -0.1 -0.1496
C -1.331598 -0.654527 -0.990968 0.1 0.0 0.0 -0.9703
C 0.020165 -0.543852 -0.738276 0.0 0.1 0.0 -0.4459
C 0.560517 0.708319 -0.432226 -1.0 -0.3 -0.2 0.8461
C -0.255460 1.839003 -0.383179 0.3 -0.3 0.0 -0.7979
C -1.608475 1.713722 -0.636469 -0.2 0.0 -0.1 -0.4032
H -2.269589 2.565341 -0.612187 0.0 0.1 0.0 0.5277
H 0.173743 2.802142 -0.149829 0.0 0.1 0.0 0.3816
N 1.913821 0.847428 -0.174679 0.9 0.8 0.3 0.2320
N 2.699652 -0.177805 -0.189661 -0.2 -0.1 0.0 -0.4805
C 3.982337 -0.115362 0.042105 -0.5 0.4 0.0 -0.4186
C 4.696394 1.131212 0.331314 0.0 0.2 0.1 0.9534
O 4.111268 2.207817 0.383972 0.0 -0.1 0.0 -0.7523
H 2.289586 1.783083 0.024763 0.1 -0.4 0.0 0.3404
C 6.178946 1.043883 0.582457 0.1 0.1 -0.1 -1.1036
H 6.307306 0.926970 1.664194 0.0 0.0 0.0 0.3868
C 6.856763 -0.120942 -0.142474 0.1 0.0 0.1 1.6722
C 6.756801 0.069004 -1.657839 0.0 0.0 0.2 -1.7778
H 5.718408 0.110025 -1.980059 -0.1 0.0 -0.2 0.4224
H 7.239118 -0.757361 -2.174599 0.0 -0.1 -0.1 0.4275
H 7.246006 0.993013 -1.958369 0.0 0.1 -0.1 0.4298
C 8.330230 -0.185731 0.264641 -0.3 0.0 0.0 -2.1038
H 8.841559 0.733701 -0.010785 0.1 0.1 0.0 0.4401
H 8.825485 -1.014280 -0.235700 0.1 -0.1 -0.1 0.4411
H 8.431145 -0.325282 1.338784 0.0 0.0 0.1 0.4154
C 6.151297 -1.413797 0.273895 0.1 -0.1 -0.1 -1.0380
C 4.671079 -1.423564 -0.034853 0.2 -0.3 0.0 0.7987
O 4.080385 -2.443077 -0.308345 0.1 0.0 0.0 -0.6213
H 6.250789 -1.554537 1.355251 0.0 0.0 0.1 0.4116
H 6.603822 -2.282052 -0.208885 -0.1 0.0 0.0 0.3927
H 6.628894 2.000739 0.307895 -0.1 0.0 0.0 0.4456
H 0.678674 -1.397274 -0.771373 0.0 -0.1 0.0 0.5160
H -1.781954 -1.602023 -1.237847 0.0 -0.2 0.0 0.4273
C -5.264339 -1.746683 -0.243245 -0.5 -0.3 -0.5 -1.0255
C -6.688856 -1.192248 -0.199500 0.1 -0.2 0.1 -0.8429
H -6.829369 -0.571659 -1.085886 -0.1 0.0 -0.1 0.3610
H -7.393091 -2.023671 -0.255764 0.0 0.0 -0.1 0.3375
H -5.040310 -2.128088 -1.239607 -0.1 -0.2 0.2 0.5049
H -5.124779 -2.553235 0.482173 0.0 0.0 -0.1 0.4332
H -4.409845 1.042346 1.106227 0.0 0.0 0.2 0.5610
H -3.576847 -0.283599 1.940116 -0.1 0.1 0.0 0.2375
H -5.888222 0.275985 2.847935 0.0 0.0 0.1 0.4674
H -5.652044 -1.415431 2.415895 0.0 0.0 0.1 0.3418
H -7.803441 -0.748257 1.605898 0.1 0.0 -0.1 0.4364
```
Positions in Å, forces in eV/Å.

Results
- energy above the lowest of the compared OMol25 structures with the same formula, charge and spin (kcal per mole) = 52.92
- total energy (eV) = -44673.099
- orbital gap (eV) = 7.856
- HOMO (eV) = -8.6
- LUMO (eV) = -0.79